Entry from the OMol25 dataset: a 14-piece molecular cluster, C63H161N7O21 overall (ωB97M-V/def2-TZVPD).

Geometry as XYZ:
```
252
Properties=species:S:1:pos:R:3:mulliken_charge:R:1
O 3.06 -2.16 -3.42 0.34
O 3.40 1.81 -5.72 -0.47
O 7.37 2.88 -3.60 0.02
O -2.41 -2.80 4.73 -0.52
O -7.27 -1.34 1.69 -0.38
O 8.34 -2.35 -7.36 -0.33
O -2.17 0.05 -5.44 -0.58
O -1.62 1.21 9.68 -0.59
O 1.33 -2.08 4.90 -0.57
O -2.22 1.92 2.15 0.27
O -6.66 2.18 -2.39 -0.48
O -1.26 -5.98 8.73 -0.40
O 4.93 2.33 1.06 -0.64
O -0.77 4.72 -1.04 0.16
O 0.53 2.20 -2.25 0.82
O -6.65 4.62 3.37 -0.64
O 1.38 -3.45 0.22 -0.58
O -7.08 -1.54 6.17 -0.50
O -1.11 -1.98 0.09 1.85
O 3.08 5.38 -3.38 0.00
O 1.51 -4.93 -6.77 -0.34
N -6.11 -0.38 -0.78 0.06
N 6.18 5.45 -3.35 -0.17
N 3.25 -1.83 -6.03 -0.07
N -1.53 0.72 -0.71 1.17
N -0.30 -3.54 6.65 0.43
N -2.05 2.65 -2.79 2.00
N 5.82 -2.68 -4.65 -0.46
C 8.08 1.69 -3.43 -0.52
C 3.50 -3.53 1.24 -1.67
C 2.97 -0.46 -6.32 -1.10
C -4.91 4.16 1.75 -0.84
C 1.95 5.68 -2.55 -0.59
C -5.56 1.17 -2.58 0.00
C -1.80 -2.95 -1.95 -1.44
C 7.19 -2.90 -6.67 -0.63
C -5.86 3.58 2.85 0.82
C -2.30 -3.99 0.17 -1.80
C 3.90 0.45 -5.64 0.75
C -2.18 1.89 3.56 -0.25
C -6.47 3.47 -2.98 -0.64
C 5.30 6.41 -4.08 -0.75
C -0.84 -4.64 8.90 -0.53
C -2.23 -0.95 9.14 -0.91
C 8.16 4.05 -3.43 -0.83
C 1.80 -2.67 -2.86 -0.45
C -6.32 -2.20 1.02 0.15
C -5.95 -0.27 -2.24 -1.07
C 6.99 -2.17 -5.32 -0.33
C 2.15 -2.81 1.22 1.25
C -6.34 -1.82 -0.47 -1.08
C -6.28 -0.20 7.97 -1.55
C -6.82 2.51 2.43 -0.92
C -2.47 -1.84 3.70 1.03
C -2.19 -2.74 -0.51 1.68
C -6.73 -0.22 6.51 0.29
C 2.23 -2.74 -6.53 -0.49
C 4.25 -2.48 -2.68 0.17
C -2.84 0.80 1.54 -0.65
C -2.38 -1.32 -5.61 -0.50
C -2.10 4.74 -1.43 0.13
C -2.83 0.94 -0.02 1.10
C 0.22 -4.14 7.89 -0.98
C -2.05 -6.50 9.84 -0.76
C 8.52 -2.93 -8.65 -0.74
C 3.95 6.56 -3.33 -0.76
C -1.47 0.24 8.66 0.39
C 1.70 -0.30 6.61 -1.35
C 4.20 2.90 -5.32 -0.83
C 5.53 -2.02 -3.39 -0.57
C 1.00 -0.74 5.24 2.32
C -0.43 1.46 -0.11 -0.59
C -2.20 0.48 -4.10 1.25
C -1.51 -3.91 4.40 0.09
C -0.62 5.05 0.35 -0.80
C 2.67 -4.22 -6.44 -0.42
C -1.01 -4.54 5.76 -1.01
C -2.15 2.02 -4.13 -1.39
C 5.01 2.45 -0.36 -0.08
C 1.80 -6.33 -6.90 -0.75
C 4.86 1.14 -1.10 0.23
C 7.45 5.25 -4.00 -0.64
C -1.99 0.87 7.35 -0.24
C 1.56 1.92 -3.23 -0.98
C -7.40 -1.57 3.11 -0.69
C -5.61 0.28 5.63 -0.08
C 4.03 3.55 -0.82 -0.44
C 2.36 -1.31 0.87 1.69
C 0.79 1.48 -1.04 0.59
C -2.22 4.09 -2.86 -1.47
C 1.60 0.18 4.11 -1.20
H 7.40 0.85 -3.53 -0.19
H -2.98 -5.94 9.84 0.33
H 7.76 -2.52 -9.31 0.28
H -3.08 0.95 7.30 0.28
H 3.43 7.45 -3.71 0.49
H -5.36 4.17 0.76 0.37
H -7.49 2.21 3.23 0.31
H 4.59 2.91 -4.31 0.21
H -5.38 -0.79 8.18 0.28
H -2.75 4.07 -0.89 -0.46
H -5.58 -2.48 -0.90 0.39
H -1.42 1.77 7.10 0.39
H -5.25 1.27 5.93 0.57
H 8.43 -4.02 -8.61 0.30
H 3.98 -3.58 0.26 0.16
H -7.40 4.03 -2.90 0.31
H 6.01 2.82 -0.60 0.40
H 4.91 0.55 -6.06 0.52
H -6.05 0.84 8.18 0.40
H 2.68 0.04 4.09 0.51
H -1.45 -2.04 -2.42 -0.29
H -1.29 2.43 -4.67 0.36
H -5.31 -2.20 1.42 -0.26
H 6.24 -2.79 -7.20 0.33
H -1.04 6.05 0.44 0.44
H -7.08 -0.37 8.69 0.49
H 1.81 -3.74 -2.67 0.39
H 5.72 0.48 -0.96 0.93
H 1.50 0.90 -3.61 0.03
H 4.34 4.52 -0.41 0.56
H -0.09 -0.61 5.26 -1.01
H -1.66 1.08 -1.64 -0.94
H -4.02 3.54 1.64 -0.11
H 5.53 1.66 1.40 0.35
H -1.65 1.00 3.91 -0.24
H 5.76 7.40 -4.06 0.50
H 1.31 -0.94 7.40 0.13
H 1.33 0.70 6.85 0.40
H 5.68 -0.94 -3.42 -0.44
H -1.58 -6.52 10.82 0.29
H -2.32 -7.53 9.60 0.25
H 4.79 1.37 -2.17 -0.51
H -6.12 3.35 -4.01 0.32
H 3.03 -0.27 -7.39 0.34
H -3.12 0.23 -3.58 -0.36
H 1.44 -2.06 -2.03 -0.21
H -1.10 2.45 -2.51 -0.59
H 3.19 -1.98 -5.03 0.28
H -7.63 -1.96 6.84 0.31
H -5.21 -0.97 -2.61 0.44
H 1.92 -2.54 -7.56 0.56
H -0.96 -3.64 -2.06 0.33
H 4.20 6.79 -2.30 0.35
H 1.37 -0.85 0.90 -1.11
H 3.40 -4.46 -7.21 0.51
H 2.27 5.83 -1.52 0.34
H 9.54 -2.75 -9.00 0.25
H -2.99 -4.60 -0.41 0.54
H 2.62 -6.41 -7.62 0.31
H -1.37 -4.55 0.09 0.29
H 1.15 -0.08 3.15 -0.25
H 8.92 1.66 -4.12 0.39
H 1.34 6.50 -2.92 0.52
H 7.87 -2.36 -4.69 0.52
H -7.09 5.06 2.64 0.39
H -1.59 -1.93 -5.16 0.05
H 1.96 -0.31 -5.94 0.13
H -1.78 2.82 3.96 0.44
H 0.45 5.09 0.56 0.12
H 6.92 -1.12 -5.61 -0.01
H 2.99 3.40 -0.55 -0.10
H -2.55 1.44 9.68 0.38
H -6.33 1.62 2.04 -0.05
H 1.33 1.21 4.31 0.44
H -4.60 1.42 -2.12 -0.03
H 1.32 -2.61 -5.93 -0.22
H 4.09 3.65 -1.90 -0.13
H -0.41 0.00 8.57 0.09
H 9.10 3.91 -3.97 0.51
H -7.78 -0.68 3.62 0.24
H 4.16 -3.14 2.01 0.39
H -3.59 0.33 -0.49 0.00
H -3.24 4.18 -3.25 0.45
H -5.97 0.34 4.60 -0.40
H -2.35 -1.66 8.32 0.07
H 0.96 -2.66 5.57 0.36
H 7.30 5.14 -5.07 0.37
H -6.97 -0.48 -2.58 0.57
H -0.63 -3.50 3.90 -0.38
H 8.43 4.16 -2.38 0.34
H -2.79 -2.36 2.80 -0.10
H -2.40 5.79 -1.38 0.63
H -3.24 -0.65 9.39 0.32
H 5.03 -2.52 -5.25 0.25
H -2.67 -3.84 1.19 0.10
H -1.45 -1.50 3.50 -0.18
H -1.58 0.22 6.57 -0.52
H 3.97 0.61 -0.78 -0.52
H 3.03 -4.42 -5.43 0.26
H 0.57 -2.93 0.23 -0.22
H 3.89 0.27 -4.57 -0.49
H -3.02 2.40 -4.66 0.54
H 3.67 3.85 -5.43 0.21
H -0.20 1.09 0.89 0.59
H -7.59 0.45 6.41 0.20
H -0.30 -5.34 5.55 0.54
H 5.09 6.13 -5.11 0.34
H -1.73 -4.02 9.01 0.30
H -3.13 -2.19 -0.43 -0.35
H -1.72 -1.36 10.01 0.30
H -5.68 4.04 -2.48 0.12
H 8.39 1.57 -2.39 0.37
H 0.88 -4.95 7.56 0.48
H -1.22 -1.06 -0.18 -1.05
H -0.43 -4.66 9.90 0.62
H -2.45 -1.54 -6.67 0.32
H 4.98 2.87 -6.09 0.62
H -3.15 1.85 4.05 -0.01
H -1.33 0.04 -3.62 -0.29
H -5.16 3.30 3.63 -0.21
H 1.00 0.43 -1.25 -0.72
H 6.30 -2.36 -2.70 0.79
H -4.54 5.16 1.98 0.41
H -6.86 0.16 -0.37 0.22
H -3.82 0.69 2.00 0.54
H 7.38 -3.94 -6.41 0.36
H -5.38 1.17 -3.65 0.57
H -1.13 4.37 1.03 0.01
H -1.53 4.58 -3.54 0.25
H 1.05 -2.45 -3.62 -0.04
H -3.33 -1.56 -5.13 0.26
H -7.45 2.81 1.58 0.48
H -1.91 -4.89 6.26 0.36
H 2.08 -6.76 -5.94 0.29
H 1.33 4.78 -2.52 -0.30
H -1.04 -2.90 6.91 -0.43
H 8.10 6.12 -3.90 0.40
H -6.72 -3.21 1.08 0.48
H 1.39 2.55 -4.10 0.58
H -6.45 -1.82 3.59 0.19
H -2.30 -0.13 1.68 -0.54
H 4.17 -1.88 -1.77 -0.55
H -3.15 -1.03 3.98 -0.40
H 2.56 2.09 -2.83 -0.10
H 3.26 -4.57 1.49 0.47
H 1.73 -2.92 2.22 -0.32
H 3.06 -0.75 1.50 0.79
H 2.79 -0.28 6.65 0.37
H -2.63 -3.23 -2.60 0.51
H -8.03 -2.43 3.31 0.34
H 1.61 1.88 -0.44 0.13
H -3.14 1.96 -0.26 -0.64
H 0.92 -6.82 -7.31 0.25
H -0.70 2.52 -0.03 -1.07
H -1.97 -4.57 3.66 0.60
H -4.80 -0.46 5.61 -0.02
H -7.26 -2.12 -0.97 0.49
H 5.75 4.54 -3.32 -0.10
H 2.77 -1.26 -0.14 -1.50
H 4.33 -3.50 -2.31 0.48
H 0.78 -3.32 8.34 0.25
```

Results
Orbital gap, eV: 8.886
Multiplicity: 1
Relative energy (zero: lowest compared OMol25 entry of this formula, charge and spin), eV: 1.508